# 1
13
Properties=species:S:1:pos:R:3:lowdin_charge:R:1 method="wB97M-V/def2-TZVPD" homo_lumo_gap_ha=0.3444 fmax_ev_per_a=0.485 homo_ha=-0.3518 energy_ev=-7797.7987
O -2.624 -1.891 0.965 0.0544
N 0.308 -0.759 -0.686 0.0425
C 1.588 1.120 0.154 -0.0978
C -0.621 -1.471 -0.200 -0.1230
C -1.868 -1.055 0.527 -0.2284
C 0.325 0.692 -0.589 -0.2959
H -0.561 1.136 -0.116 0.0893
H -0.542 -2.558 -0.300 0.1147
H 1.729 2.203 0.084 0.0715
H 0.367 1.067 -1.618 0.1159
H 2.461 0.622 -0.278 0.0731
H 1.529 0.848 1.213 0.0729
H -2.082 0.022 0.652 0.1107

***

# 2
64
Properties=species:S:1:pos:R:3:lowdin_charge:R:1 method="wB97M-V/def2-TZVPD" homo_lumo_gap_ha="0.2259 / 0.2316" fmax_ev_per_a=0.597 spin_multiplicity=2 charge=+1 homo_ha="-0.3578 / -0.3555" energy_ev=-60742.0378
Re 0.453 -0.199 -0.570 1.7233
Cl -3.031 6.573 -0.559 0.6688
O -0.377 1.332 -2.781 -0.0209
O -2.231 0.374 1.604 0.1243
O -0.056 1.581 0.153 -0.2187
O -1.368 -0.450 -1.164 -0.2084
O 2.059 -0.031 0.552 -0.2613
N 1.293 -2.591 1.667 0.2221
N 1.875 0.342 -1.999 -0.1269
N -0.342 -0.958 1.284 0.0338
N -0.651 -2.398 2.982 -0.0778
N 0.770 -2.001 -1.595 -0.1108
C 4.182 3.518 0.753 -0.0638
C -0.707 2.689 -0.095 -0.3000
C -1.613 4.737 0.850 -0.0800
C 3.060 1.837 -0.562 -0.1400
C 2.799 1.220 -1.831 -0.0272
C 1.910 -0.574 -3.142 -0.1539
C -2.140 5.093 -0.392 -0.6704
C -0.917 3.560 0.991 0.0062
C -3.407 -1.526 -0.711 0.0080
C 2.725 1.134 0.610 -0.3041
C 0.132 -2.005 1.974 -0.3741
C -2.044 -1.592 -1.023 -0.3030
C -4.142 -2.684 -0.586 -0.0462
C -1.448 -2.851 -1.239 -0.1447
C -1.222 3.074 -1.355 -0.1122
C 1.925 -1.967 -2.514 -0.1506
C 3.146 1.625 1.847 0.0061
C 3.846 2.810 1.912 -0.0462
C 3.814 3.017 -0.472 -0.0167
C -1.021 2.351 -2.603 -0.1760
C -0.481 -3.550 3.842 -0.0005
C -2.233 -4.014 -1.148 -0.0307
C -1.541 -0.557 1.899 -0.4289
C -0.111 -2.926 -1.763 -0.0542
C -1.945 4.275 -1.472 -0.0643
C -3.558 -3.940 -0.798 -0.0710
C -1.834 -1.562 3.005 -0.0083
H -1.960 -1.059 3.964 0.1474
H -1.071 -4.397 3.488 0.1027
H 2.889 1.070 2.740 0.1221
H 1.010 -0.429 -3.741 0.1205
H 1.847 -2.747 -3.270 0.1239
H -1.774 -4.973 -1.360 0.1190
H 4.737 4.442 0.822 0.1112
H 0.564 -3.847 3.896 0.0849
H 2.847 -2.104 -1.945 0.1260
H -0.522 3.263 1.954 0.1221
H 0.132 -3.764 -2.415 0.1441
H 4.145 3.198 2.878 0.1146
H -0.799 -3.293 4.851 0.1017
H -2.743 -2.119 2.766 0.1466
H 1.678 -3.288 2.279 0.1079
H -4.155 -4.838 -0.713 0.1095
H -2.346 4.558 -2.438 0.1143
H -1.767 5.387 1.701 0.1120
H -3.845 -0.549 -0.555 0.1311
H 1.947 -2.023 1.145 0.0863
H 4.089 3.535 -1.383 0.1229
H -5.193 -2.620 -0.332 0.1156
H -1.548 2.803 -3.463 0.1317
H 2.795 -0.408 -3.758 0.1293
H 3.471 1.436 -2.661 0.1521

***

# 3
6
Properties=species:S:1:pos:R:3:lowdin_charge:R:1 method="wB97M-V/def2-TZVPD" homo_lumo_gap_ha=0.2680 fmax_ev_per_a=4.277 smiles=N#CCI homo_ha=-0.3676 energy_ev=-11693.7860
I -3.627 -0.048 -0.016 0.3710
N 0.839 -2.122 -0.068 0.1670
C -0.965 -0.267 0.120 -0.2290
C -0.045 -1.383 0.063 -0.2613
H -1.332 0.780 -0.369 0.0288
H -1.380 -0.031 1.071 -0.0764

***

# 4
98
Properties=species:S:1:pos:R:3:lowdin_charge:R:1 method="wB97M-V/def2-TZVPD" homo_lumo_gap_ha="0.2243 / 0.2067" fmax_ev_per_a=0.629 spin_multiplicity=3 charge=+4 homo_ha="-0.7166 / -0.7268" energy_ev=-111468.5637
W 0.062 0.234 0.147 0.5238
S -1.603 -0.485 -1.437 0.7756
S 2.402 0.210 -0.169 0.7596
S 0.232 2.368 -1.235 0.8357
S -0.308 -1.405 1.797 0.8026
S -2.178 1.421 0.848 0.8399
S 0.785 1.811 2.033 0.8533
N -0.613 -4.021 -1.082 0.2263
N 1.436 -2.267 -3.084 0.2307
N 0.501 -1.751 -2.299 -0.0091
N 2.077 -2.377 -0.435 -0.0082
N -0.333 -3.018 -0.266 -0.0384
N 2.314 -3.677 -0.428 0.2256
C 1.218 -2.264 -4.386 -0.1419
C -1.934 -3.890 3.008 -0.0103
C 3.566 -4.085 -0.290 -0.1357
C 0.717 3.497 1.323 -0.4012
C -1.095 -5.921 -2.935 -0.0448
C 1.114 3.530 -0.140 -0.4314
C -0.619 1.793 3.176 -0.4499
C 5.429 -0.750 -0.047 -0.0118
C 2.991 -6.137 0.947 -0.0205
C 2.784 -1.766 -6.232 -0.0111
C 2.267 -2.867 -5.290 -0.5424
C -0.617 -1.160 -2.723 -0.4777
C -1.642 -6.176 -1.531 -0.5429
C -3.170 -6.333 -1.594 -0.0123
C 3.191 -6.179 -1.561 -0.0234
C -1.319 -5.027 -0.601 -0.1441
C -1.479 -3.954 1.588 -0.1920
C -1.734 -5.021 0.753 0.1329
C -1.469 2.986 -1.398 -0.4443
C 4.609 -3.139 -0.192 0.1419
C -2.331 2.957 -0.148 -0.4057
C -2.218 -0.577 -4.600 -0.0048
C -0.939 -1.155 -4.092 -0.1931
C 0.011 -1.731 -4.905 0.1343
C 3.765 -5.589 -0.263 -0.5347
C -1.974 2.076 2.545 -0.4089
C 3.427 -3.439 -4.477 -0.0404
C -0.751 -2.909 0.988 -0.4804
C 3.002 -1.435 -0.286 -0.4814
C 4.360 -1.780 -0.179 -0.1960
C 5.242 -5.957 -0.137 -0.0342
C -1.001 -7.446 -0.947 -0.0076
C 1.601 -3.987 -6.108 -0.0094
B 0.659 -2.003 -0.808 -0.6757
H -2.195 -0.472 -5.682 0.1090
H 3.273 -0.963 -5.678 0.0967
H -3.604 -6.560 -0.619 0.0911
H 5.385 -0.039 -0.874 0.1026
H -3.056 -1.228 -4.341 0.1150
H -0.404 2.512 3.970 0.1211
H 1.922 -5.932 0.859 0.0675
H 3.517 -2.195 -6.914 0.1099
H -0.155 -1.768 -5.975 0.1487
H 0.976 4.533 -0.549 0.1201
H 4.160 -3.866 -5.160 0.1080
H -3.648 -5.435 -1.990 0.0968
H -2.415 0.403 -4.163 0.0824
H -1.209 -8.286 -1.609 0.1104
H 2.168 3.279 -0.279 0.0892
H -1.556 -5.045 -3.395 0.0830
H 3.928 -2.665 -3.893 0.0836
H -2.190 3.142 2.489 0.0966
H 3.758 -5.853 -2.434 0.0830
H -1.409 4.003 -1.790 0.1192
H -1.890 2.365 -2.188 0.0682
H -3.382 3.031 -0.431 0.1140
H 2.143 -5.898 -1.690 0.0586
H -1.402 -7.705 0.034 0.0938
H 1.142 -4.736 -5.460 0.0906
H -0.281 3.893 1.487 0.0762
H -2.284 -5.872 1.134 0.1484
H 3.126 -7.217 0.994 0.1066
H -3.419 -7.162 -2.255 0.1095
H 6.411 -1.215 -0.046 0.1078
H 3.089 -4.228 -3.802 0.0623
H -0.012 -5.784 -2.927 0.0678
H -1.322 -6.782 -3.562 0.1068
H 5.674 -5.607 0.803 0.1018
H 3.254 -7.266 -1.517 0.1079
H 5.316 -0.193 0.886 0.1069
H -2.444 -4.808 3.288 0.1076
H 5.834 -5.574 -0.970 0.0997
H 3.359 -5.718 1.885 0.0982
H 0.083 -7.338 -0.869 0.0823
H 2.361 -4.485 -6.708 0.1100
H 5.344 -7.041 -0.150 0.1088
H 1.415 4.102 1.905 0.1188
H -2.114 3.794 0.510 0.0842
H 0.847 -3.607 -6.799 0.0922
H -2.626 -3.059 3.157 0.1038
H -0.580 0.803 3.632 0.0710
H -1.085 -3.750 3.680 0.1045
H 5.630 -3.490 -0.115 0.1405
H 1.989 -1.337 -6.843 0.0911
H -2.764 1.626 3.147 0.1097